Entry 1:
The following is a DFT calculation (ωB97M-V/def2-TZVPD) of a cluster of 2 separate species, C17H28N4O6Si in total.

XYZ file:
```
56
Properties=species:S:1:pos:R:3
Si -0.085 2.549 1.721
O 3.364 -0.974 4.724
O 0.635 -4.046 -0.653
O 3.941 0.422 3.017
O 1.370 2.742 0.798
O 1.683 -2.198 -1.230
O 2.348 2.266 -1.190
N 2.720 -2.231 4.888
N 3.483 -0.653 3.364
N 1.291 -3.021 -0.363
N 1.546 -3.594 3.299
C 4.928 0.059 -3.648
C 0.506 5.288 2.405
C 4.318 0.985 -1.393
C 0.468 1.242 2.915
C 1.389 2.917 -0.529
C -1.445 1.944 0.613
C 2.876 -1.674 2.638
C 0.527 3.638 -1.288
C -0.593 3.875 4.145
C -1.908 4.660 2.163
C 3.654 2.041 -0.554
C 2.426 -1.669 1.333
C 1.199 -3.695 2.018
C 2.386 -2.607 3.621
C 1.625 -2.774 1.003
C 4.134 1.120 -2.901
C -0.531 4.174 2.638
H 4.638 -0.932 -3.285
H 3.067 1.000 -3.111
H -1.794 2.705 -0.097
H 4.421 2.123 -3.232
H 0.747 0.332 2.367
H 0.383 3.567 4.540
H 0.194 6.181 2.970
H 6.004 0.190 -3.492
H 2.758 -0.923 0.625
H -2.301 1.630 1.232
H -0.274 4.206 -0.832
H 1.349 1.573 3.482
H 4.195 2.996 -0.572
H 5.385 0.985 -1.142
H -1.914 4.906 1.092
H 0.544 -4.526 1.727
H -1.323 3.090 4.378
H 1.504 5.004 2.765
H -1.113 1.065 0.040
H 3.917 0.005 -1.096
H -2.175 5.574 2.714
H -0.326 0.974 3.627
H -0.897 4.785 4.681
H 0.752 3.662 -2.349
H 0.581 5.578 1.349
H 3.526 1.687 0.473
H 4.730 0.113 -4.720
H -2.692 3.915 2.350
```

## Properties
calculated total energy = -44199.3397 eV
maximum force = 3.486 eV/A
SMILES = O=[N+]([O-])c1cnc2no[n+]([O-])c2c1.C=C(OCCCC)O[Si](C)(C)C(C)(C)C
net charge = 0

***

Entry 2:
The following is a DFT calculation (ωB97M-V/def2-TZVPD) of a structure of composition C17H28N6S3V.

XYZ file:
```
55
Properties=species:S:1:pos:R:3
V 0.809 -0.827 0.755
S 2.755 -2.008 0.645
S 4.188 -1.614 3.243
S 1.296 -0.903 2.986
N -2.546 -1.816 -1.576
N 0.818 0.945 -0.127
N -1.625 -3.306 -0.050
N 2.987 1.463 -0.638
N 1.944 2.724 0.999
N -0.987 -1.095 0.025
C -0.530 1.304 0.069
C -3.249 1.820 0.494
C -1.457 0.237 0.155
C -3.812 -2.510 -1.756
C 2.899 0.758 -1.907
C 1.179 2.712 2.238
C 2.822 3.874 0.840
C -1.015 2.613 0.107
C 1.888 1.736 0.087
C 4.325 1.526 -0.064
C -1.097 -3.564 1.283
C -1.735 -2.053 -0.527
C -1.759 -4.482 -0.896
C -2.797 0.516 0.424
C 2.842 -1.512 2.354
C -2.308 -0.728 -2.509
C -2.359 2.868 0.304
H -2.712 3.890 0.321
H 4.798 0.553 -0.204
H -1.279 -0.386 -2.433
H -2.482 -1.100 -3.519
H -4.293 2.019 0.686
H -1.859 -4.188 -1.936
H -1.314 -2.728 1.945
H -2.979 0.113 -2.321
H -3.821 -3.090 -2.681
H 4.268 1.718 1.004
H -2.617 -5.089 -0.604
H 0.436 3.511 2.251
H 3.079 -0.312 -1.770
H 3.663 1.159 -2.574
H 4.933 2.293 -0.545
H -4.613 -1.769 -1.805
H -3.488 -0.308 0.556
H -0.326 3.433 -0.041
H 0.689 1.754 2.376
H 3.674 3.831 1.521
H 1.919 0.909 -2.350
H 3.179 3.931 -0.184
H -4.005 -3.171 -0.916
H -0.856 -5.087 -0.793
H -1.577 -4.461 1.672
H 2.247 4.773 1.066
H 1.872 2.857 3.069
H -0.014 -3.732 1.256
```

## Properties
2S+1 = 3
maximum force = 0.640 eV/A
net charge = +1
ΔE to the lowest compared entry with this formula, charge and spin = 0.0 kcal/mol